Computed, not measured: a cluster of 2 separate species, C4H12 in total in a non-equilibrium geometry, with wB97M-V/def2-TZVPD.

Calculated total energy (Ha): -159.5561
Orbital gap (eV): 12.59
LUMO energy (eV): 1.141
HOMO (eV): -11.45
Energy above the lowest of the compared OMol25 structures with the same formula, charge and spin (kcal per mole): 18.13

Element x y z (Å)
C -1.605 1.860 0.231
C -0.234 1.962 0.931
H -1.935 0.796 0.215
H -2.296 2.524 0.729
H -1.475 2.375 -0.803
H 0.132 3.005 1.201
H 0.625 1.460 0.300
H -0.305 1.392 1.937
C 0.677 -1.190 -0.589
C 1.140 -2.668 -0.582
H 0.587 -0.821 -1.668
H -0.328 -1.000 -0.125
H 1.343 -0.506 -0.098
H 0.946 -3.261 -1.498
H 2.197 -2.626 -0.487
H 0.638 -3.124 0.353

Force components x, y, z for each atom (eV/Å):
C 1.46 1.19 -1.42
C 1.62 -1.06 0.93
H 0.02 1.03 -0.36
H -0.51 -0.26 0.36
H -0.48 -1.45 1.33
H -0.74 -1.17 -0.57
H -1.76 0.99 1.29
H 0.36 0.83 -1.54
C -1.60 0.23 -2.08
C -1.60 0.26 1.40
H 0.11 -0.32 1.37
H 0.82 -0.47 -0.45
H 0.57 -0.01 0.32
H -0.39 0.49 0.62
H 0.98 -0.44 0.40
H 1.15 0.13 -1.60

For each atom in turn, the Löwdin charge in e is: -0.19, -0.21, 0.06, 0.04, 0.09, 0.07, 0.07, 0.08, -0.19, -0.17, 0.09, 0.06, 0.03, 0.06, 0.04, 0.09